Record 1
Formula: C5H11PS
Source: the Open Molecules 2025 dataset
Level of theory: ωB97M-V/def2-TZVPD

Last column: Mulliken charge in e.
Cartesian coordinates (Å):
C: 1.37666 -0.57800 0.04579  -0.485
C: 0.76755 -0.96303 -1.31087  -0.183
C: 0.95691 0.82480 0.47883  -0.687
C: 0.06947 -2.05088 -1.57911  -0.781
C: -1.66385 -0.02727 0.93515  -1.140
P: -0.77132 1.23346 -0.03480  0.156
S: -1.06742 3.00374 1.13458  -0.318
H: 1.00060 -1.25344 0.85928  0.225
H: 2.44686 -0.66919 -0.05314  0.364
H: -0.43682 3.59654 0.14412  0.129
H: 1.07247 -0.20839 -2.05173  0.313
H: 0.84233 0.83073 1.60341  0.313
H: 1.80420 1.60626 0.37149  0.442
H: -0.26053 -2.84819 -0.96787  0.351
H: -0.22544 -2.11690 -2.67537  0.203
H: -2.65308 0.57899 1.02765  0.387
H: -2.00265 -0.75064 0.18225  0.308
H: -1.25594 -0.20860 1.89035  0.403

The calculation puts the HOMO-LUMO gap at 9.25 eV. The SMILES is C=CCCP(C)S. Its molar mass is 134.2 g mol⁻¹.

---

Record 2
Formula: C27H57N3O39S9
Source: the Open Molecules 2025 dataset
Level of theory: ωB97M-V/def2-TZVPD

Last column: Mulliken charge in e.
Cartesian coordinates (Å):
C: 9.14350 3.86786 -32.96759  -0.103
C: 7.69147 3.42786 -33.08855  -0.499
O: 7.55994 3.16435 -34.50268  -0.348
S: 8.46054 4.16018 -35.33114  0.939
O: 7.70560 5.20036 -35.90682  -0.590
O: 9.35557 3.42115 -36.15103  -0.378
O: 9.25425 4.75831 -34.08161  0.052
H: 9.81525 3.00490 -33.01955  0.092
H: 9.36305 4.33992 -32.01268  0.153
H: 7.04479 4.25310 -32.79143  0.308
H: 7.45615 2.49552 -32.58725  0.352
C: 12.23560 3.82703 -28.31909  -0.078
C: 11.46817 4.31789 -29.53763  0.390
O: 10.10271 4.40819 -29.10490  -0.399
S: 9.79946 3.21346 -28.09328  1.075
O: 9.50053 2.02116 -28.79334  -0.479
O: 8.89809 3.69141 -27.11636  -0.609
O: 11.27519 3.13544 -27.50236  -0.360
H: 12.74286 4.55957 -27.69758  0.304
H: 12.98815 3.11456 -28.65134  0.166
H: 11.50534 3.59151 -30.34805  -0.303
H: 11.78560 5.28408 -29.91572  0.290
C: 15.98512 1.98360 -31.65828  0.114
C: 17.12233 1.73838 -30.67970  -0.672
O: 16.99400 2.77301 -29.69591  -0.386
S: 16.26838 4.05768 -30.34558  1.102
O: 17.17439 5.13148 -30.47781  -0.601
O: 15.03534 4.27814 -29.67894  -0.380
O: 16.00984 3.39652 -31.76073  -0.117
H: 15.04409 1.61143 -31.25356  0.094
H: 16.22687 1.49626 -32.59982  0.358
H: 18.10421 1.83900 -31.15032  0.326
H: 17.10569 0.75620 -30.21028  0.348
C: 14.53669 4.86507 -34.77075  1.154
C: 13.23096 4.94902 -35.52922  0.798
O: 12.31667 4.09071 -34.80084  0.521
S: 13.03545 3.36271 -33.57798  -0.216
O: 12.55104 2.04787 -33.55134  -0.523
O: 13.02797 4.11043 -32.37919  0.240
O: 14.48314 3.51457 -34.25864  -0.251
H: 14.63099 5.49964 -33.89022  -1.144
H: 15.38498 4.98160 -35.43545  0.247
H: 13.38452 4.34131 -36.42273  -0.135
H: 12.88355 5.95260 -35.74333  -0.790
C: 16.62617 8.22704 -38.35315  -0.155
C: 17.83478 7.61777 -37.67012  -0.217
O: 18.03038 8.50230 -36.56372  -0.382
S: 16.60432 8.78449 -35.89500  1.158
O: 16.58685 10.10605 -35.43022  -0.673
O: 16.19161 7.69113 -35.08788  -0.165
O: 15.78941 8.62028 -37.26518  -0.287
H: 16.05817 7.52885 -38.96639  0.052
H: 16.84192 9.10516 -38.96315  0.297
H: 18.67779 7.61952 -38.35300  0.512
H: 17.58757 6.63404 -37.26903  -0.052
C: 12.47918 1.54946 -37.82389  0.586
C: 12.95831 1.13732 -36.46219  0.575
O: 12.92100 -0.29632 -36.50954  -0.439
S: 11.66595 -0.77518 -37.35257  1.146
O: 10.58851 -1.01791 -36.46440  -0.543
O: 12.04423 -1.78338 -38.26556  -0.591
O: 11.43833 0.60353 -38.12404  -0.377
H: 13.21691 1.52574 -38.62669  0.258
H: 11.99727 2.52675 -37.81506  -0.287
H: 12.26373 1.45083 -35.68695  -0.373
H: 13.95406 1.46066 -36.17829  0.055
C: 20.80883 6.49765 -34.61782  -0.391
C: 20.92834 5.90735 -33.19965  -0.410
O: 19.69020 5.22122 -32.95075  -0.366
S: 18.98864 4.84343 -34.32404  0.988
O: 17.60478 4.94735 -34.12114  -0.297
O: 19.54775 3.67213 -34.89653  -0.695
O: 19.49713 6.14992 -35.06976  -0.141
H: 21.59991 6.09362 -35.24875  0.271
H: 20.82712 7.58341 -34.65448  0.331
H: 21.14776 6.62284 -32.41219  0.303
H: 21.69485 5.13357 -33.11734  0.270
C: 13.65053 -1.05434 -32.22764  -0.299
C: 12.33378 -1.34934 -32.91169  -0.012
O: 11.34364 -1.19460 -31.85531  -0.400
S: 11.85919 -0.19825 -30.72947  0.771
O: 11.89704 -0.85655 -29.47885  -0.618
O: 11.20138 1.04172 -30.82689  -0.164
O: 13.34423 -0.01268 -31.32283  -0.179
H: 14.37745 -0.77015 -32.98712  0.270
H: 14.01137 -1.94917 -31.71399  0.379
H: 12.20181 -2.34403 -33.32494  0.382
H: 12.04704 -0.59674 -33.64706  -0.083
C: 10.48648 5.78455 -37.69845  0.620
C: 9.50645 6.11024 -38.84882  -0.329
O: 9.96196 7.35998 -39.34945  -0.453
S: 11.57039 7.43342 -39.26920  1.172
O: 12.01217 8.76689 -39.13559  -0.595
O: 12.08454 6.63684 -40.32932  -0.629
O: 11.61680 6.68408 -37.88629  0.040
H: 11.02099 4.84070 -37.77202  -0.506
H: 10.14774 5.92233 -36.67849  -0.050
H: 8.51062 6.24852 -38.44448  0.301
H: 9.60172 5.29699 -39.56514  0.358
C: 15.52033 4.19715 -40.49219  -1.231
C: 15.65132 3.95317 -38.98743  0.435
O: 15.13620 4.72802 -38.20322  -0.294
N: 16.12702 2.73574 -38.64099  -0.037
C: 16.50533 2.46661 -37.25966  -0.685
H: 15.99795 5.15050 -40.69947  0.277
H: 14.47068 4.13816 -40.76499  0.265
H: 16.03551 3.42324 -41.06742  0.435
H: 16.48739 2.10753 -39.33840  0.237
H: 17.33220 3.12037 -36.96252  0.413
H: 16.78074 1.42413 -37.14013  0.416
H: 15.73872 2.73770 -36.53233  -0.261
C: 13.04420 9.02306 -35.76339  0.210
C: 11.73421 8.94314 -35.02929  0.397
O: 11.75787 8.43167 -33.91173  -0.704
N: 10.57314 9.14332 -35.69636  -0.223
C: 9.32190 8.88833 -35.01422  -1.029
H: 13.45524 8.03471 -35.97002  -0.302
H: 13.69286 9.54716 -35.06299  -0.058
H: 12.99609 9.44852 -36.76720  0.455
H: 10.64852 9.27927 -36.69086  0.264
H: 9.49117 8.16836 -34.21196  0.243
H: 8.58293 8.44293 -35.67521  0.390
H: 8.97432 9.77603 -34.48350  0.332
C: 14.34133 10.70550 -32.46453  -0.913
C: 14.83979 9.51037 -31.67781  0.870
O: 15.56916 9.65313 -30.70422  -0.701
N: 14.28226 8.32674 -31.99536  0.255
C: 14.60778 7.05160 -31.37073  -0.612
H: 13.29543 10.62920 -32.75742  0.242
H: 14.99220 10.86178 -33.32759  0.080
H: 14.46293 11.56246 -31.80529  0.391
H: 13.55845 8.27188 -32.69794  0.020
H: 15.28066 6.54756 -32.06511  -0.057
H: 13.64865 6.54913 -31.22378  0.103
H: 15.01167 7.06190 -30.36329  0.380

The calculation puts the HOMO-LUMO gap at 8.40 eV. Its molar mass is 1336.3 g mol⁻¹.

---

Record 3
Formula: C4H11NO2
Source: the Open Molecules 2025 dataset
Level of theory: ωB97M-V/def2-TZVPD

Last column: Mulliken charge in e.
Cartesian coordinates (Å):
C: 1.89250 1.59415 -0.71543  0.161
N: 1.49345 0.33695 -0.98587  0.036
C: 0.01623 0.09891 -1.19109  -0.517
C: -0.65236 -0.34005 0.09748  -1.027
C: 2.19637 -0.80618 -0.40741  -0.920
O: 2.90360 1.90430 -0.13368  -0.568
H: 1.16611 2.33660 -1.08798  0.266
H: -0.28317 1.08550 -1.53987  0.320
H: -0.05105 -0.64929 -1.97795  0.260
H: -0.53222 0.31320 0.95997  0.304
H: -0.48733 -1.40125 0.26486  0.334
H: -1.75003 -0.30304 0.00339  0.384
H: 3.26944 -0.63588 -0.47532  0.313
H: 1.95972 -1.71255 -0.95990  0.300
H: 1.94888 -0.91904 0.64425  0.345
H: -3.98628 -0.29860 3.17888  0.311
H: -5.03120 -0.27652 2.08273  0.313
O: -4.07266 -0.32722 2.24294  -0.614

The calculation puts the HOMO-LUMO gap at 9.97 eV. The SMILES is CCN(C)C=O.O. Its molar mass is 105.1 g mol⁻¹.

---

In order of appearance, highest occupied orbital energy = -8.28; -8.67; -9.27 eV.